Formula: C9H54CdNO19
Source: the OMol25 dataset
Level of theory: ωB97M-V with the def2-TZVPD basis set

The geometry in XYZ format:
```
84
Properties=species:S:1:pos:R:3
Cd 2.04 2.02 -3.80
C 1.99 -1.60 -0.52
C 0.72 -1.08 -1.19
C -0.51 -1.77 -0.61
C -0.95 -1.31 0.76
C -1.14 0.20 0.67
C 0.08 0.96 0.18
N 0.53 0.34 -1.07
O 1.38 1.13 -1.85
C 1.07 1.03 1.33
C -0.43 2.37 -0.13
C 0.77 -1.55 -2.58
H 2.83 -1.03 -0.97
H 2.27 -2.64 -0.75
H 2.02 -1.45 0.55
H -0.31 -2.85 -0.60
H -1.33 -1.55 -1.31
H -0.30 -1.63 1.58
H -1.90 -1.77 1.07
H -1.31 0.49 1.72
H -2.10 0.46 0.20
H 0.64 1.72 2.07
H 2.02 1.49 1.07
H 1.21 0.10 1.86
H -0.84 2.74 0.82
H -1.20 2.39 -0.89
H 0.37 3.08 -0.38
H 0.77 -2.63 -2.76
H 1.75 -1.31 -3.01
H 0.07 -1.06 -3.24
O -1.67 -2.48 3.78
H -2.24 -1.69 3.63
H -1.92 -3.10 3.08
O -1.77 2.24 3.97
H -1.44 3.09 3.56
H -2.37 2.50 4.67
O -0.74 4.50 2.82
H -0.27 4.98 2.07
H -0.52 5.02 3.61
O 0.98 3.74 -3.27
H 0.38 4.36 -3.73
H 1.35 4.23 -2.52
O -4.94 0.51 0.23
H -5.07 1.06 -0.55
H -5.10 1.10 0.98
O 0.34 1.04 -4.78
H 0.25 0.62 -5.64
H -0.55 0.97 -4.31
O -1.59 0.84 -3.03
H -1.98 0.01 -3.34
H -0.94 0.56 -2.29
O -2.88 -4.06 -2.24
H -2.84 -3.15 -1.91
H -3.67 -4.09 -2.80
O 4.83 -1.62 -2.97
H 5.63 -2.07 -3.29
H 4.97 -1.52 -2.01
O 0.83 -4.21 1.38
H 1.37 -3.52 1.81
H 1.37 -4.53 0.65
O 1.42 -5.27 -1.81
H 0.57 -5.73 -1.72
H 1.17 -4.36 -2.00
O -3.21 -0.14 3.83
H -3.08 0.79 3.58
H -3.69 -0.55 3.06
O 3.79 2.39 -0.38
H 2.94 2.07 -0.04
H 4.42 1.69 -0.16
O 1.74 -2.07 3.32
H 1.50 -1.16 3.54
H 2.70 -2.07 3.22
O 3.27 0.36 -4.21
H 3.70 0.12 -5.05
H 3.72 -0.19 -3.51
O -4.59 -1.72 1.91
H -4.58 -0.94 1.30
H -4.53 -2.48 1.31
O 0.08 0.02 4.96
H -0.31 0.65 4.34
H -0.61 -0.65 5.09
O 0.80 6.12 1.19
H 1.24 6.78 1.75
H 1.52 5.72 0.69
```

Calculated values
- energy relative to the best compared isomer or geometry (same formula, charge and spin) (kcal/mol) = 0.5
- total charge = +1
- HOMO energy (eV) = -9.41
- lowest unoccupied orbital energy (eV) = -4.415
- 2S+1 = 1